# 1
{"formula": "C23H28BiCl3N7O3Si", "method": "ωB97M-V/def2-TZVPD", "species": ["Bi", "Cl", "Cl", "Cl", "Si", "O", "O", "O", "N", "N", "N", "N", "N", "N", "N", "C", "C", "C", "C", "C", "C", "C", "C", "C", "C", "C", "C", "C", "C", "C", "C", "C", "C", "C", "C", "C", "C", "C", "H", "H", "H", "H", "H", "H", "H", "H", "H", "H", "H", "H", "H", "H", "H", "H", "H", "H", "H", "H", "H", "H", "H", "H", "H", "H", "H", "H"], "coordinates": [[-0.03057, -0.10281, 0.09104], [-6.87128, -2.19432, 4.05188], [-2.58220, -2.92203, 0.83180], [-3.16586, 1.80291, 3.46009], [-2.15423, 2.44120, -0.62935], [0.11010, 0.45873, -2.15332], [1.13245, -0.45823, 1.91563], [-1.78240, -0.13687, 1.73945], [2.45168, 0.45679, -1.92134], [2.43937, -5.40580, 2.54435], [2.92552, -3.41856, 3.40039], [2.22376, 0.56974, -0.51851], [2.32627, -4.10169, 2.46554], [3.08273, -5.61428, 3.68266], [1.71689, -3.52656, 1.35512], [-4.92374, -0.18285, 3.63609], [2.85662, 0.19273, -6.09276], [0.55417, -0.78552, -6.17022], [1.72775, -0.33027, -6.79402], [3.36925, -4.40996, 4.18671], [0.45539, -0.51661, -4.79455], [-2.86910, -0.55088, 2.19732], [-3.72095, 0.19395, 3.10629], [1.53153, 0.03110, -4.06124], [-3.44336, -1.81817, 1.90460], [-4.68206, -2.28171, 2.38360], [3.08878, 0.93379, 1.66338], [2.13520, 0.24151, 2.41707], [-2.92169, 0.92849, -1.48332], [2.73002, 0.37453, -4.70864], [1.32243, 0.35230, -2.59825], [2.16994, 0.18898, 3.88212], [-3.55405, 3.20981, 0.32103], [3.20626, 0.95452, 0.22526], [-0.66298, 2.01451, 0.41986], [4.53094, 1.27037, -0.43491], [-5.38766, -1.46464, 3.26866], [-1.76273, 3.65846, -2.00593], [4.37230, 2.18301, -0.97354], [-0.19780, -1.30532, -6.77145], [-4.14429, 2.43936, 0.83395], [1.71038, -0.36044, -7.89495], [4.75967, 0.46754, -1.10845], [-3.85530, 1.27172, -1.94911], [-1.53365, 4.69745, -1.62482], [1.71427, -2.52460, 1.52469], [0.75867, -3.81752, 1.34603], [3.72004, 0.61812, -6.72544], [-2.30474, 0.53845, -2.28835], [-2.65245, 3.74406, -2.58970], [-0.46659, -0.81533, -4.29117], [-0.91782, 3.28066, -2.56492], [3.95396, -4.23405, 5.03739], [3.07234, 0.70738, 4.22765], [-3.28512, 3.92500, 1.09855], [-5.02507, -3.27040, 2.14681], [3.55441, 0.73557, -4.12485], [3.85833, 1.40776, 2.17859], [-5.46206, 0.48208, 4.30362], [2.25696, -0.88548, 4.15439], [-0.95330, 2.11078, 1.45528], [-4.20611, 3.75369, -0.40814], [-3.12923, 0.16379, -0.77583], [1.32137, 0.54777, 4.40478], [0.23202, 2.66516, 0.26273], [5.27663, 1.42115, 0.33274]], "forces_ev_per_angstrom": [[-0.163, 0.105, -0.082], [1.060, 0.806, -0.623], [0.049, 0.387, 0.135], [0.187, 0.220, 0.270], [0.142, -0.115, -0.545], [1.090, -0.045, -0.636], [1.091, 0.259, 0.388], [0.453, 0.453, 0.019], [-0.798, -0.019, 0.781], [-0.029, 0.484, 0.943], [-0.240, -0.266, 0.581], [-0.930, 0.009, -1.095], [0.039, -0.393, -0.877], [0.067, -0.178, -0.123], [0.624, 0.340, 0.144], [-0.462, -1.488, -0.331], [-0.916, 0.622, -1.172], [1.509, 0.882, 0.635], [0.342, -0.028, -0.493], [-0.501, 0.051, -1.684], [-0.038, -0.667, -0.129], [-1.824, -1.023, 0.733], [0.893, 0.590, -0.671], [-0.792, 0.335, -0.482], [-0.773, -0.632, -0.097], [0.660, 1.342, 0.786], [-1.833, -1.228, -0.069], [-0.479, 0.561, -1.979], [0.209, 1.225, -0.603], [-0.211, -0.657, -0.757], [0.577, -0.124, 0.135], [2.055, -1.036, 0.732], [-0.855, 0.324, 0.077], [-0.054, -0.975, -0.073], [0.995, 0.557, -0.322], [-0.939, 0.207, 1.161], [-0.550, -0.477, 0.353], [0.720, 0.935, 1.350], [0.250, 0.502, -0.628], [0.056, 0.413, 0.461], [-0.029, 0.139, -0.210], [0.463, -0.115, 0.513], [0.316, -0.235, -0.370], [-0.011, -0.154, 0.210], [-0.078, -1.070, -0.288], [0.056, 0.338, 0.038], [-0.615, -0.313, 0.029], [-1.280, -0.922, 1.369], [0.198, -0.075, 0.027], [-0.538, 0.001, -0.788], [0.367, 0.302, 0.162], [0.133, 0.045, -0.448], [0.509, 0.114, 1.015], [-0.209, -0.098, 0.232], [0.226, 0.067, -0.058], [-0.097, -0.178, -0.109], [0.118, 0.275, 0.213], [1.163, 0.709, 0.944], [0.026, -0.235, -0.113], [0.049, 0.544, -0.068], [0.001, -0.208, 0.400], [0.331, -0.483, 0.503], [-0.371, -0.871, 0.635], [-1.050, 0.588, 0.073], [-0.700, -0.375, -0.159], [0.339, -0.043, 0.031]], "lowdin_charge": [1.791, 0.516, 0.619, 0.698, 0.397, -0.285, -0.347, -0.297, 0.062, 0.046, 0.119, -0.085, -0.294, -0.008, 0.146, -0.152, -0.088, -0.091, -0.122, -0.226, -0.030, -0.521, -0.570, -0.137, -0.559, -0.160, -0.020, -0.448, -0.182, -0.049, -0.487, -0.036, -0.212, -0.334, -0.407, -0.031, -0.608, -0.189, 0.073, 0.098, 0.009, 0.090, 0.068, 0.037, 0.047, 0.053, 0.077, 0.118, 0.012, 0.007, 0.109, 0.015, 0.076, 0.081, 0.018, 0.087, 0.093, 0.067, 0.101, 0.075, -0.026, 0.040, -0.002, 0.072, 0.025, 0.067], "e_above_lowest_ev": 0.459, "homo_energy_ev": -5.09, "charge": -1, "orbital_gap_ev": 7.751, "total_energy_ev": -92164.517}

***

# 2
{"formula": "C30H23F5N4O4PS2Tc", "method": "ωB97M-V/def2-TZVPD", "species": ["Tc", "S", "S", "P", "F", "F", "F", "F", "F", "O", "O", "O", "O", "N", "N", "N", "N", "C", "C", "C", "C", "C", "C", "C", "C", "C", "C", "C", "C", "C", "C", "C", "C", "C", "C", "C", "C", "C", "C", "C", "C", "C", "C", "C", "C", "C", "C", "H", "H", "H", "H", "H", "H", "H", "H", "H", "H", "H", "H", "H", "H", "H", "H", "H", "H", "H", "H", "H", "H", "H"], "coordinates": [[-0.34705, 0.41717, 0.48515], [-5.00083, -0.46028, 0.82294], [-1.27742, -0.96530, -2.12383], [1.21187, 1.21543, -1.72842], [-3.39323, 1.57921, -7.04759], [-2.74458, 1.71799, -2.41107], [-3.68583, 2.82099, -4.62617], [-1.16318, -1.96316, -4.94926], [-2.10424, -0.81790, -7.15623], [3.52973, -0.78367, 0.64063], [1.67033, 0.41447, 0.93484], [-0.11886, 2.72565, 2.14174], [0.01870, -1.70337, 0.46127], [-3.83397, -2.85724, 1.62103], [-1.80566, -5.98277, 1.04675], [-2.41435, -0.11934, 0.84478], [0.76239, -3.79795, 0.35695], [-2.57692, 1.02594, -3.56301], [-1.91565, -0.20301, -3.55000], [2.38262, 2.61839, -1.48349], [2.26927, -0.21384, -1.30498], [-1.70800, -4.83208, 1.01077], [1.08178, 1.16350, -3.54121], [3.38196, 4.21443, 0.03476], [-2.56962, -2.58666, 1.40879], [-2.60987, -1.13580, 1.86399], [2.54630, -0.21729, 0.20237], [-0.55571, 2.27252, 0.95198], [-2.28807, -0.21769, -5.97125], [-2.93877, 1.00138, -5.92451], [-0.24410, -2.92707, 0.61658], [-1.79691, -0.79233, -4.81593], [-4.10612, -1.48686, 2.04700], [-1.51124, -3.43023, 1.01058], [-3.50003, 0.20610, 0.26220], [2.52106, 3.15270, -0.20049], [-0.11701, 4.12114, 2.43441], [-1.18863, 3.27812, 0.03576], [3.98712, 4.24398, -2.28361], [4.11245, 4.76916, -1.00657], [3.13317, 3.17514, -2.51774], [1.47557, 0.05906, -4.29268], [0.32558, 2.23728, -5.57031], [0.73152, 1.13600, -6.31188], [1.30051, 0.04642, -5.66913], [-3.08253, 1.62354, -4.70055], [0.49335, 2.24484, -4.19412], [3.48773, 4.60273, 1.04080], [-1.12169, 4.54280, 2.38745], [0.15760, 3.10468, -3.62259], [4.55835, 4.66181, -3.10357], [3.21291, -0.24684, -1.84986], [0.54221, 4.66217, 1.75266], [0.26456, 4.20754, 3.44820], [4.78209, 5.59968, -0.81984], [0.58159, 1.11868, -7.38448], [3.05102, 2.77412, -3.51967], [-4.57511, -1.37048, 3.02333], [-2.08895, 3.71354, 0.48348], [0.65861, -4.77792, 0.55151], [-2.02939, -0.90777, 2.75861], [-0.13827, 3.08484, -6.06030], [-1.46682, 2.80042, -0.89984], [1.59122, -0.82795, -6.23765], [-0.49656, 4.09487, -0.19240], [1.68587, -1.11069, -1.53844], [-3.49536, 0.88764, -0.57788], [1.89946, -0.80658, -3.80309], [1.67753, -3.40598, 0.21468], [1.97909, 2.70434, 0.62248]], "forces_ev_per_angstrom": [[-0.285, -0.038, -0.392], [-0.028, 0.038, -0.008], [-0.063, 0.051, -0.016], [-0.025, 0.122, 0.132], [-0.019, 0.025, -0.037], [0.000, 0.005, -0.001], [-0.029, 0.033, -0.007], [0.006, -0.040, 0.004], [-0.005, -0.022, -0.036], [-0.012, 0.069, -0.067], [0.098, 0.003, -0.030], [-0.001, 0.024, 0.002], [0.107, -0.080, 0.226], [0.017, 0.030, 0.013], [0.042, 0.015, -0.078], [0.012, -0.005, 0.041], [-0.050, 0.043, 0.019], [-0.020, 0.028, 0.010], [0.035, 0.019, 0.030], [0.032, -0.022, -0.029], [0.100, -0.053, 0.004], [-0.080, -0.088, 0.132], [0.010, -0.118, -0.028], [0.005, 0.006, 0.014], [-0.071, -0.046, 0.010], [0.014, 0.038, 0.052], [-0.029, -0.157, 0.125], [0.003, 0.075, 0.033], [0.000, 0.036, 0.052], [0.009, -0.005, 0.058], [0.064, 0.047, -0.124], [0.014, -0.005, -0.018], [0.040, -0.042, 0.014], [0.034, -0.025, -0.034], [0.062, 0.001, 0.013], [-0.007, 0.008, 0.013], [0.015, -0.012, 0.002], [-0.033, 0.003, 0.007], [0.000, 0.001, 0.002], [0.012, 0.021, 0.022], [0.015, 0.016, -0.033], [0.015, 0.059, 0.021], [0.001, 0.020, 0.025], [0.006, -0.011, -0.024], [0.001, 0.013, -0.040], [0.052, -0.062, -0.037], [-0.066, 0.032, -0.063], [0.005, 0.006, -0.003], [0.002, 0.007, -0.002], [0.015, -0.016, 0.024], [0.005, 0.001, 0.004], [0.001, 0.015, 0.014], [-0.009, 0.002, 0.002], [-0.001, 0.002, -0.001], [-0.001, 0.001, -0.010], [0.006, -0.005, 0.006], [0.004, 0.002, 0.001], [-0.004, -0.005, -0.007], [0.010, -0.001, 0.019], [-0.007, -0.008, -0.001], [-0.005, -0.002, -0.005], [-0.002, -0.010, -0.006], [-0.003, -0.007, -0.005], [0.002, 0.003, 0.002], [0.012, -0.009, -0.002], [-0.001, 0.003, 0.015], [-0.027, -0.013, 0.004], [-0.005, -0.006, -0.010], [0.001, -0.006, -0.010], [0.003, -0.003, -0.005]], "lowdin_spin": [2.784, 0.007, 0.070, 0.066, 0.000, 0.001, 0.000, 0.002, 0.000, 0.010, 0.063, -0.049, 0.040, 0.002, 0.002, 0.015, 0.004, 0.002, 0.012, 0.009, 0.001, 0.001, 0.016, -0.001, 0.001, 0.012, 0.010, -0.132, 0.000, 0.001, 0.007, 0.005, 0.003, 0.003, 0.010, 0.001, -0.001, -0.004, 0.000, 0.003, 0.005, 0.007, 0.000, 0.005, 0.000, 0.000, 0.006, 0.000, -0.001, 0.001, 0.000, 0.000, -0.001, 0.001, 0.000, 0.000, 0.000, 0.000, -0.006, 0.000, 0.006, 0.000, 0.005, 0.000, -0.004, 0.001, 0.001, 0.000, 0.000, -0.001], "e_above_lowest_ev": 0.745, "homo_energy_ev": [-4.58, -4.69], "charge": -1, "s_squared": 3.89, "orbital_gap_ev": [6.780, 6.860], "total_energy_ev": -92379.365, "multiplicity": 4}

***

# 3
{"formula": "C17H18N4S", "method": "ωB97M-V/def2-TZVPD", "species": ["S", "N", "N", "N", "N", "C", "C", "C", "C", "C", "C", "C", "C", "C", "C", "C", "C", "C", "C", "C", "C", "C", "H", "H", "H", "H", "H", "H", "H", "H", "H", "H", "H", "H", "H", "H", "H", "H", "H", "H"], "coordinates": [[0.28504, -1.94871, -2.04566], [1.28920, 1.38394, 1.63404], [2.70437, -0.92207, -1.47640], [2.99336, 0.53257, 0.35918], [1.26662, 4.25281, 2.01889], [-1.00136, -1.49589, -0.94028], [2.50023, 3.48964, 2.01888], [2.29607, 2.03142, 2.45398], [-3.42454, -1.52925, -0.40982], [1.41165, -0.95887, -1.18078], [-2.54032, -3.14829, -1.94334], [-2.32848, -2.05907, -1.09586], [-0.56840, -0.61473, 0.00704], [-4.87632, -3.16391, -1.40153], [0.80050, -0.26461, -0.11884], [0.03364, 2.10062, 1.63988], [3.42722, -0.20012, -0.64731], [-3.79949, -3.69400, -2.09330], [-4.68198, -2.07943, -0.56188], [1.68164, 0.57589, 0.61945], [0.81405, 4.65794, 3.33186], [0.26887, 3.57047, 1.22647], [0.54884, 3.82799, 4.00147], [-3.29493, -0.67547, 0.23760], [-0.67269, 4.12006, 1.28486], [4.49511, -0.18731, -0.82061], [-1.19846, -0.28884, 0.81420], [1.60348, 5.24037, 3.80494], [-0.06060, 5.29701, 3.21527], [-5.51812, -1.65644, -0.02420], [-0.66366, 1.65792, 0.93427], [-3.94228, -4.53751, -2.75241], [-0.39533, 2.05407, 2.64711], [-5.86132, -3.59049, -1.51803], [-1.70213, -3.56563, -2.48192], [2.89545, 3.49549, 0.99877], [3.22221, 3.97857, 2.67437], [1.95183, 1.99257, 3.49314], [0.61362, 3.58196, 0.18673], [3.22690, 1.47600, 2.35559]], "forces_ev_per_angstrom": [[-0.113, 0.236, 0.322], [-0.011, -0.029, 0.188], [0.269, -0.339, -0.434], [-0.220, 0.370, 0.358], [0.024, 0.188, -0.078], [0.800, 0.441, 0.142], [0.060, -0.274, 0.052], [0.374, 0.283, 0.146], [0.150, -0.041, -0.076], [-0.256, 0.311, 0.422], [0.078, 0.186, 0.125], [-0.563, -0.267, -0.079], [-0.523, -0.407, -0.192], [-0.029, -0.054, -0.035], [0.706, -0.023, -0.457], [-0.286, 0.398, -0.148], [0.031, -0.187, -0.325], [-0.119, -0.067, -0.043], [-0.067, 0.006, 0.057], [0.174, -0.399, -0.249], [0.004, -0.053, -0.050], [-0.138, -0.236, 0.008], [-0.022, 0.011, 0.072], [0.022, 0.092, 0.043], [-0.019, 0.005, -0.051], [0.101, -0.015, -0.018], [-0.147, 0.040, 0.083], [-0.011, 0.028, 0.090], [-0.044, 0.029, 0.077], [-0.057, 0.033, 0.036], [-0.008, -0.002, 0.088], [-0.009, -0.065, -0.050], [-0.064, -0.039, -0.078], [-0.073, -0.034, -0.015], [0.020, -0.116, -0.061], [0.083, -0.040, 0.038], [0.048, 0.005, -0.020], [0.033, -0.013, -0.019], [-0.097, -0.046, -0.023], [-0.104, 0.086, 0.155]], "lowdin_charge": [1.125, -0.059, 0.060, 0.129, -0.229, -0.445, -0.168, -0.137, -0.031, -0.542, -0.059, -0.241, -0.066, -0.090, -0.149, -0.127, -0.216, -0.079, -0.083, -0.227, -0.098, -0.167, 0.077, 0.106, 0.120, 0.109, 0.104, 0.085, 0.085, 0.103, 0.101, 0.104, 0.125, 0.101, 0.080, 0.122, 0.119, 0.120, 0.127, 0.110], "homo_energy_ev": -7.61, "charge": 0, "orbital_gap_ev": 7.779, "total_energy_ev": -34717.086, "smiles": "CN1CCN(c2ncnc3sc(-c4ccccc4)cc23)CC1"}